DFT (the ωB97M-V functional and the def2-TZVPD basis) results for 5 unconnected molecules or ions with the total composition C34H35N5O14.

Output
Charge   0
Multiplicity   1
Kohn-Sham gap   8.62 eV
SMILES   CC(C)=N[C@]1(CCO)OC(=O)O[C@H]1CC(=O)O.O=[N+]([O-])c1ccccc1.O=[N+]([O-])c1ccccc1.O=[N+]([O-])c1ccccc1.O=[N+]([O-])c1ccccc1

CARTESIAN COORDINATES (ANGSTROEM)
1 O 8.3756 -3.9947 -2.9140
2 O 2.2451 -3.9234 3.2365
3 O -2.0172 3.8354 8.4102
4 O -6.1247 1.3040 -2.2914
5 O -8.0546 1.2390 -3.2282
6 O -0.3057 2.0663 2.3717
7 O -3.4150 -1.4418 2.8612
8 O 1.1645 1.5742 0.8542
9 O 9.5053 -2.2544 -3.4687
10 O -2.7621 4.0877 6.4121
11 O 0.8914 -3.1802 1.7469
12 O 0.7428 -0.1660 -2.1715
13 O 2.2426 -1.3610 -0.9908
14 O 1.0585 3.7456 1.6285
15 N 8.4675 -2.8187 -3.1959
16 N 1.7364 -3.9625 2.1411
17 N -2.0940 2.1859 0.9567
18 N -1.8610 3.9608 7.2141
19 N -6.8525 1.3608 -3.2642
20 C 0.5628 3.7735 7.5866
21 C 0.3347 -0.6129 0.2305
22 C 6.1363 0.0692 -3.5358
23 C 4.8785 -1.8679 -2.8568
24 C -1.1379 1.2395 1.4753
25 C -2.9399 0.8748 -0.9839
26 C 1.0273 4.0893 4.8608
27 C -4.8519 1.7210 -4.6506
28 C -4.2695 1.9620 -5.8836
29 C -4.4195 2.3738 0.4257
30 C 7.2325 -2.0206 -3.2060
31 C -3.0553 1.8066 0.2025
32 C 1.2105 -0.7399 -1.0060
33 C 3.5436 -6.9115 0.7611
34 C 2.0892 3.8990 5.7346
35 C 3.0247 -6.9636 -0.5256
36 C 3.1180 -5.9313 1.6419
37 C -7.0321 1.7018 -5.6916
38 C 1.8572 3.7445 7.0958
39 C 0.6780 2.5989 1.6305
40 C -0.4834 3.9539 6.7000
41 C -2.4619 -0.9629 1.9229
42 C 4.9286 -0.5217 -3.1885
43 C -1.6763 0.2275 2.4656
44 C 1.6393 -5.0574 -0.0580
45 C -6.4418 1.9454 -6.9205
46 C 2.0723 -6.0392 -0.9332
47 C 6.0372 -2.6270 -2.8661
48 C 0.0050 0.8375 0.4751
49 C -0.2707 4.1165 5.3440
50 C -6.2268 1.5979 -4.5732
51 C 7.3000 -0.6825 -3.5453
52 C -5.0633 2.0778 -7.0168
53 C 2.1734 -5.0162 1.2164
54 H -2.2720 0.7515 3.2040
55 H -7.0583 2.0346 -7.8037
56 H 3.1015 3.8696 5.3534
57 H -5.1165 1.5898 0.6949
58 H -4.7475 2.8195 -0.5132
59 H -2.9682 -0.7671 0.9800
60 H 0.9003 -4.3361 -0.3711
61 H -1.0985 4.2591 4.6656
62 H 1.2066 4.2125 3.8031
63 H 0.3769 3.6532 8.6430
64 H -3.9080 -0.6733 3.1523
65 H -2.2812 1.3185 -1.7197
66 H 0.9236 0.7778 -2.1163
67 H 6.0040 -3.6746 -2.6083
68 H 3.5211 -5.8847 2.6421
69 H 4.0214 0.0675 -3.1737
70 H 8.2417 -0.2272 -3.8116
71 H -3.1960 2.0628 -5.9606
72 H -3.9054 0.6268 -1.4004
73 H -8.1036 1.5979 -5.6121
74 H 2.6855 3.5980 7.7750
75 H -0.5493 -1.1995 0.0077
76 H -2.4805 -0.0613 -0.6808
77 H -4.6061 2.2730 -7.9775
78 H 1.6687 -6.0815 -1.9351
79 H 0.9064 -1.0743 1.0192
80 H 3.3648 -7.7262 -1.2133
81 H -4.3803 3.1789 1.1443
82 H -1.7873 -1.7917 1.7497
83 H 3.9368 -2.3212 -2.5862
84 H -4.2386 1.6332 -3.7666
85 H 6.1728 1.1178 -3.7962
86 H 4.2834 -7.6330 1.0775
87 H -0.8115 -0.1653 2.9863
88 H -0.2683 1.2626 -0.4883

---

DFT (the ωB97M-V functional and the def2-TZVPD basis) results for a molecular structure, C34H35O3PS5Y.

Output
Charge   +1
ΔE to the lowest compared entry with this formula, charge and spin   84.2 kJ/mol
Multiplicity   1
Kohn-Sham gap   8.09 eV

CARTESIAN COORDINATES (ANGSTROEM)
1 Y 0.2103 1.2144 -0.6459
2 S 0.9525 1.2800 -3.6863
3 S 1.6968 -1.3864 -1.6692
4 S -2.3955 2.0159 -1.3837
5 S 3.6692 1.1208 -0.4855
6 S 1.8090 3.7430 -1.6323
7 P -1.6082 -0.9570 -0.2388
8 O -1.4367 2.6238 -0.4188
9 O -1.5909 1.0054 -2.1377
10 O -3.0927 2.9562 -2.1947
11 C 0.5288 -2.9326 2.5690
12 C 1.7425 -0.2703 -4.2845
13 C 0.9216 1.2789 6.8369
14 C 1.8660 0.5595 4.7514
15 C -2.9395 -3.3013 -3.2808
16 C -4.7788 1.6716 -0.0979
17 C 3.5135 3.8515 -0.9566
18 C 2.0692 3.8045 -3.4488
19 C -2.4619 -3.6387 -0.5652
20 C -4.1898 -0.8733 0.8323
21 C -0.0366 2.0168 6.1597
22 C -2.4607 -2.2407 -2.5308
23 C 0.8088 1.2118 1.4348
24 C 1.3338 -1.4745 -3.4605
25 C -0.0791 -2.5645 1.3845
26 C -5.7172 0.9746 0.6480
27 C 2.3069 2.4566 -4.1056
28 C -0.8854 -1.4019 3.7666
29 C -3.2288 -0.1665 0.1045
30 C -3.5549 1.0934 -0.3783
31 C 4.2607 -0.1078 -1.7194
32 C 4.4212 2.6531 -1.1703
33 C -1.1019 -1.6141 1.3876
34 C -1.4905 -1.0179 2.5827
35 C 0.8421 1.2682 2.6468
36 C 3.5329 -1.4318 -1.5779
37 C -3.1713 -4.5286 -2.6793
38 C -5.4232 -0.3061 1.0963
39 C 1.8719 0.5560 6.1326
40 C 0.8937 1.2882 4.0657
41 C -0.0562 2.0221 4.7785
42 C 0.1289 -2.3458 3.7592
43 C -2.9345 -4.6946 -1.3245
44 C -2.2191 -2.4100 -1.1688
45 H -4.9799 2.6562 -0.4895
46 H -2.2783 -3.7676 0.4926
47 H 0.6079 -2.6214 4.6855
48 H 3.2478 2.0168 -3.7789
49 H -6.6766 1.4205 0.8668
50 H -2.2854 -1.2708 -2.9812
51 H -0.7981 2.5906 4.2365
52 H 2.3261 2.5729 -5.1909
53 H 1.1556 4.2579 -3.8352
54 H 0.9261 1.2697 7.9141
55 H -3.1229 -5.6461 -0.8497
56 H 3.7272 -1.8468 -0.5892
57 H 2.6046 0.0045 4.1924
58 H -1.1845 -0.9412 4.6953
59 H 2.6157 -0.0159 6.6671
60 H 5.3222 -0.2764 -1.5301
61 H 3.8772 -2.1339 -2.3363
62 H 3.3460 4.0099 0.1097
63 H 1.4234 -0.4290 -5.3156
64 H 3.9703 4.7455 -1.3811
65 H -3.1382 -3.1725 -4.3347
66 H 1.8139 -2.3693 -3.8569
67 H -2.2572 -0.2525 2.5908
68 H -0.7731 2.5819 6.7119
69 H 0.2514 -1.6085 -3.4856
70 H 2.8203 -0.1239 -4.2694
71 H 2.9074 4.4745 -3.6419
72 H -6.1595 -0.8674 1.6517
73 H 1.3253 -3.6624 2.5660
74 H 4.1374 0.3256 -2.7101
75 H -3.9636 -1.8690 1.1895
76 H -3.5480 -5.3557 -3.2633
77 H 0.2320 -3.0085 0.4453
78 H 5.3627 2.8238 -0.6445
79 H 4.6386 2.4896 -2.2242

---

DFT (the ωB97M-V functional and the def2-TZVPD basis) results for a molecular structure, C34H36AuBrIN3O2Sb2.

Output
Charge   +2
ΔE to the lowest compared entry with this formula, charge and spin   0.0 kJ/mol
Multiplicity   3
Kohn-Sham gap (alpha / beta)   6.27 / 5.62 eV

CARTESIAN COORDINATES (ANGSTROEM)
1 Au 11.7138 14.9458 9.8006
2 I 12.5301 13.6688 7.1522
3 Sb 11.6917 16.2002 12.1879
4 Sb 9.1263 14.8265 9.4920
5 Br 12.4576 11.8022 10.1859
6 O 14.9616 24.1025 12.7794
7 O 14.1256 14.3382 10.5191
8 N 17.2771 18.8005 10.6850
9 N 13.3064 16.5065 9.0656
10 N 17.0597 19.8516 9.9997
11 C 16.6680 21.0133 10.6347
12 C 7.9242 15.9766 10.8758
13 C 7.9108 15.5930 12.3569
14 C 8.8374 16.1715 13.2424
15 C 13.8404 18.6170 8.0407
16 C 7.0460 14.2146 14.1046
17 C 9.9160 9.6539 7.8254
18 C 10.6858 10.0990 8.8933
19 C 7.0126 14.6503 12.8377
20 C 15.1567 18.6112 8.4641
21 C 12.2314 14.5699 13.5339
22 C 15.9377 23.3557 10.6816
23 C 10.5262 11.5599 6.5445
24 C 8.6843 15.8540 14.5972
25 C 15.4761 17.5415 9.4042
26 C 15.7196 21.9544 12.6496
27 C 9.8688 10.3868 6.6481
28 C 14.5057 16.5140 9.6524
29 C 13.3177 17.6813 12.5314
30 C 16.1990 20.8882 11.9851
31 C 14.8313 15.3384 10.5483
32 C 9.8797 17.1221 12.8180
33 C 14.4411 25.2670 12.1494
34 C 8.5499 15.5092 7.5574
35 C 16.8387 16.5688 11.2289
36 C 7.8343 14.8477 15.0718
37 C 16.5820 17.6147 10.3487
38 C 15.5301 23.1834 12.0129
39 C 16.4227 22.2292 9.9723
40 C 7.9125 13.0426 9.5892
41 C 13.0589 17.5409 8.2153
42 C 11.2656 12.0401 7.5981
43 C 16.0583 15.4059 11.2963
44 C 11.3666 11.2571 8.7271
45 H 11.3758 14.4194 14.2289
46 H 8.1018 17.0502 10.6710
47 H 10.4676 12.1467 5.5992
48 H 14.1438 17.0045 12.6043
49 H 8.7650 14.7052 6.9200
50 H 12.2240 13.6889 12.8709
51 H 15.4885 24.1777 10.0974
52 H 14.0093 24.9783 11.2342
53 H 6.9187 13.3958 9.9542
54 H 9.4468 17.8571 12.1691
55 H 16.1522 14.6548 12.1524
56 H 8.4064 12.3305 10.2863
57 H 13.1981 18.4140 11.7320
58 H 13.1715 14.6552 14.1377
59 H 15.3223 21.7667 13.6130
60 H 9.2407 16.4799 15.2596
61 H 7.4723 15.6773 7.5871
62 H 15.8452 19.4379 8.2173
63 H 9.1467 16.4776 7.4202
64 H 9.3584 9.9567 5.8317
65 H 6.5006 14.1410 12.0515
66 H 13.6662 25.6162 12.8622
67 H 6.4624 13.3531 14.3434
68 H 12.9529 18.0424 13.5078
69 H 7.7715 12.6943 8.5867
70 H 10.8258 9.5068 9.7936
71 H 15.2015 26.0111 12.1079
72 H 7.7447 14.6351 16.1374
73 H 13.5688 19.3788 7.3116
74 H 16.4282 19.9742 12.4126
75 H 12.0173 17.4345 7.8214
76 H 16.7022 22.2061 8.8532
77 H 17.6364 16.8598 11.8694
78 H 6.9714 15.7267 10.3820
79 H 9.4092 8.7156 7.9650
80 H 10.1528 17.7144 13.7234

---

| no. | calculated total energy (eV) |
| --- | --- |
| 1 | -71929.072 |
| 2 | -106473.444 |
| 3 | -139298.104 |